# 1
Density functional theory data (wB97M-V/def2-TZVPD) for a cluster of 11 separate species, C40H66Cl4O18S2 in total.

Structure (ORCA input):
```
! wB97M-V def2-TZVPD RIJCOSX def2/J DEFGRID3
* xyz 0 1
C -1.672 3.783 -2.172
H -1.376 -3.317 -0.487
C -4.870 -0.108 -2.955
C 1.888 -5.541 -2.940
O -3.258 5.155 -1.119
Cl 0.619 -3.116 -2.653
O -2.390 -4.982 0.147
H 1.688 0.422 -3.294
H -7.665 1.159 -1.643
H -7.915 -0.600 -1.401
H 6.149 -2.568 -0.432
H 2.268 6.317 3.207
C -3.613 3.658 3.828
H 2.224 1.804 1.572
C -4.341 -3.922 0.888
C 6.880 -0.584 0.168
H -2.261 1.999 4.241
C 3.285 -1.963 4.130
H -1.524 2.833 -2.683
C 1.166 -5.081 1.284
H -3.159 5.000 -3.190
O 0.227 1.446 0.822
C -0.413 0.342 0.379
H 4.224 8.111 2.120
H 0.501 -7.868 2.852
S 2.664 5.347 1.020
O -6.998 -1.510 -3.689
O -2.439 5.288 0.946
Cl 3.805 -4.587 4.406
H -3.837 3.592 -2.331
H -4.405 0.388 -3.802
H 2.175 0.210 -0.397
H 7.288 -1.683 -1.587
H 2.891 -7.727 1.472
C -2.379 4.806 -0.151
H 2.717 -3.667 -3.537
O 2.028 -5.948 0.758
H 7.969 -0.467 0.205
H -5.791 -0.953 -0.544
H 5.921 6.849 1.014
H 1.208 0.704 2.480
H -1.604 2.804 -0.169
O 2.858 4.082 1.697
H 2.661 -0.753 1.024
Cl 4.935 -1.637 3.497
H 5.537 5.401 1.886
C 4.215 5.804 0.252
H 4.463 6.898 3.430
H -4.723 1.665 -1.624
O -4.612 2.232 2.266
H -6.049 0.559 0.213
H 6.583 -0.842 1.183
C -3.073 4.375 -2.305
H -3.652 -2.509 -0.683
H -1.599 3.059 3.049
C 6.383 0.754 -0.370
C -7.198 0.178 -1.647
H 2.853 -3.461 2.645
H -3.825 0.262 -1.092
C 1.880 -0.124 0.591
H 2.835 -6.084 -2.915
H 2.124 7.458 1.860
H 6.003 1.391 0.427
O -0.661 3.147 -5.315
H 1.749 -3.520 4.033
H 4.006 6.664 -0.383
H -4.600 -1.155 -2.820
O -4.065 -6.348 0.682
O 5.309 0.397 -1.265
H 0.329 -5.093 3.264
S -6.632 -0.166 -3.328
H -5.338 -3.818 0.459
O 4.535 -1.346 -2.363
C 1.032 0.394 -4.166
C 6.467 -1.633 -0.870
C -1.277 0.887 -4.568
H -0.548 0.117 -2.708
C -3.394 -2.878 0.309
H -3.690 3.868 4.892
C 5.350 -0.903 -1.621
C -0.385 2.070 -4.895
C 1.170 -7.027 2.693
O -7.068 0.920 -4.162
C -4.889 3.166 3.212
H 1.824 -6.823 3.536
C 0.379 -5.749 2.400
H -0.658 -1.058 -4.077
H 4.580 4.918 -0.256
C 2.100 -4.078 -2.743
C -0.374 -0.056 -3.769
H 1.499 -0.308 -4.861
C -2.540 2.650 3.404
C 1.922 -7.240 1.390
O 1.019 -3.955 0.930
H -0.932 4.455 -2.611
H 7.093 1.322 -0.971
H -1.713 0.543 -5.506
C 2.762 -3.300 3.714
O -1.472 0.429 -0.161
H -0.378 3.991 -0.474
H 1.352 -7.862 0.692
C -2.043 -3.579 0.322
O 1.592 5.485 0.080
H 1.308 -6.047 -2.168
H -3.382 -1.971 0.922
C -3.655 -5.232 0.552
H -1.519 -3.491 1.275
O 0.908 1.753 -4.610
H 0.281 -1.415 1.345
H -2.084 1.310 -3.966
C -4.736 0.573 -1.606
C -1.420 3.750 -0.671
H -3.198 0.698 2.601
C -5.949 0.113 -0.774
H 2.663 -1.167 3.721
H -3.308 4.632 3.427
C 5.088 6.278 1.417
O -6.001 3.452 3.523
H 0.354 -1.387 -0.480
C 2.705 6.632 2.267
H 3.324 -1.842 5.207
H -4.549 -3.875 1.958
C 0.552 -0.859 0.443
C 1.450 1.051 1.463
H -2.764 1.905 1.402
H -0.638 -5.962 2.068
C -3.269 1.755 2.355
C 4.195 7.057 2.390
Cl 1.113 -5.882 -4.509
H 2.645 -3.895 -1.818
*
```

SMILES string: O=S1(=O)CCCC1.O=S1(=O)CCCC1.O=C1CCCO1.O=C1CCCO1.O=C1CCCO1.O=C1CCCO1.O=C1CCCO1.O=C1CCCO1.O=C1CCCO1.ClCCCl.ClCCCl

Here are the Löwdin charges for atoms 1 to 5, given in e: number 1, C, carries -0.128; number 2, H, carries 0.085; number 3, C, carries -0.215; number 4, C, carries -0.663; number 5, O, carries 0.035

# 2
Density functional theory data (wB97M-V/def2-TZVPD) for a cluster of 10 separate species, C40H68Cl2F4N11O21S2 in total.

Structure (ORCA input):
```
! wB97M-V def2-TZVPD RIJCOSX def2/J DEFGRID3
* xyz 1 1
H 3.023 -8.176 6.776
C 2.412 7.297 -4.558
O 3.227 -0.721 -8.819
C 1.184 -1.525 0.302
H -6.932 2.353 -0.767
H 2.357 -5.316 2.642
C -7.280 -4.021 -2.030
C 1.158 0.314 -8.887
H 1.624 -6.127 -0.370
H 0.384 10.918 4.140
C -1.440 -2.242 2.131
N -0.044 9.527 2.639
H 1.257 9.360 4.286
H -5.085 0.850 4.687
O 1.585 7.993 -2.060
O 1.984 -2.627 -1.887
O 3.434 3.977 -8.085
F 3.901 -1.448 0.650
O -0.525 10.271 1.797
C -6.041 -4.195 -2.945
H 1.714 4.084 2.801
H -0.332 8.336 0.473
O -0.967 -4.130 4.804
C 0.697 3.158 -4.031
O 5.259 -6.448 1.327
H -0.121 3.296 -4.821
C 0.467 1.439 0.586
H 3.281 -6.456 1.524
N 3.938 3.691 -7.012
C 1.407 -2.867 -0.548
O 1.201 6.689 -0.363
O -0.281 8.335 2.756
C 1.473 -5.381 0.494
C 0.078 8.715 -0.460
H 0.629 9.639 -0.292
H 5.120 2.309 -5.947
C -0.232 -1.281 2.599
H -3.502 -2.521 -0.712
C -7.584 2.180 1.473
C -4.506 -2.307 1.961
O 0.970 7.433 -6.358
S -4.447 -3.548 3.117
Cl 2.640 2.483 -1.801
H 0.377 -3.351 -0.778
H 1.745 3.019 -4.486
C 1.685 1.132 -2.538
H 5.550 2.533 -7.672
H -8.050 -3.233 0.025
H 1.888 8.082 -4.022
C 2.300 -4.029 0.106
N 1.915 -0.295 -0.288
C 0.419 2.400 1.907
N -0.673 -5.242 5.210
C -6.308 0.205 0.042
O -6.534 2.628 5.389
O 1.657 0.690 0.628
H -8.049 3.221 1.530
N 2.319 -0.256 -8.154
S -3.001 -1.259 1.722
C 0.913 10.133 3.602
H -5.873 -0.137 -0.953
N 2.515 -7.439 4.885
C -6.295 -0.777 1.238
C -4.666 -3.638 -2.422
F 5.378 0.441 -1.490
C 3.416 -0.397 -0.219
H 4.070 1.615 -7.222
H 5.538 -5.057 3.498
C 4.319 -0.544 -1.508
C 1.194 -1.658 1.895
H -0.710 8.853 -1.200
C 2.236 -6.068 1.775
N 1.452 6.693 -5.517
O 3.846 4.341 -5.983
F 3.952 0.759 0.472
H -0.467 -0.169 2.585
H 0.680 4.023 -3.288
H 2.040 -1.074 2.427
H -0.362 -6.987 4.098
H 3.244 7.700 -5.135
H 0.370 -5.165 0.708
O 3.081 -6.358 4.923
H 1.436 -7.337 6.670
O 1.216 5.501 -5.393
H 0.139 -0.022 -1.613
C 1.682 3.426 1.856
C 2.118 -8.035 6.187
H 1.363 -2.741 2.279
C 6.083 -4.718 2.617
H -3.778 -3.789 -3.135
C -1.211 -6.408 4.460
H -0.859 3.853 1.431
H 2.297 0.769 -3.454
H -1.821 -6.989 5.151
C -6.922 1.650 0.146
H 1.627 -8.989 6.002
H 0.330 -1.854 -2.909
H -6.991 -0.885 3.527
H 1.333 0.209 -9.956
C 1.296 -0.138 -1.643
H 1.631 4.040 0.886
H 2.757 6.526 -3.873
H 0.280 2.148 -0.300
C -4.518 -2.920 -1.030
H 0.273 -0.244 -8.585
H 1.745 10.538 3.027
C -4.885 1.040 5.741
C -5.756 -2.768 -0.112
H -1.626 -3.038 2.937
N 1.034 7.714 -1.005
H 2.877 -3.739 1.050
H -3.854 1.363 5.886
C -7.545 1.184 2.682
F 5.030 -1.801 -1.502
H -0.059 1.005 -3.941
N -5.769 2.140 6.207
H 5.513 -3.973 2.062
O 2.275 -0.214 -6.929
H -0.499 0.798 0.662
C 1.361 -1.508 -2.552
H 1.612 -6.958 2.132
C -6.929 -0.257 2.579
H 1.976 -1.338 -3.519
H 0.064 -1.280 0.108
H 7.060 -4.328 2.894
N -5.784 -2.162 1.234
O -5.665 2.473 7.375
H -8.304 -4.388 -2.365
O -0.850 3.063 2.031
H -0.057 -1.542 3.716
O 0.027 -5.485 6.178
H 0.588 1.769 2.852
H 2.662 2.812 1.882
N 6.271 -5.893 1.727
H -1.086 -2.773 1.174
H -0.460 1.963 -2.427
H 3.866 -0.472 -2.539
H -6.147 -4.698 -3.977
O 2.247 -8.069 3.873
H 1.079 1.365 -8.610
C -7.121 -3.340 -0.649
H -5.111 0.160 6.342
H -1.812 -6.043 3.629
O 7.415 -6.218 1.462
C 4.734 2.437 -6.957
C 0.363 1.812 -3.221
H -8.031 1.547 3.662
Cl 3.595 -4.590 -1.119
*
```

Here are the Löwdin charges for atoms 1 to 5, given in e: number 1, H, carries 0.107; number 2, C, carries 0.032; number 3, O, carries 0.085; number 4, C, carries -0.117; number 5, H, carries 0.089

| no. | LUMO (eV) | F_max (eV/A) |
| --- | --- | --- |
| 1 | -0.1 | 1.8 |
| 2 | -2.8 | 6.5 |